# C41H41F3Li2N7O6

A structure of composition C41H41F3Li2N7O6 at a distorted geometry (ωB97M-V with the def2-TZVPD basis set, OMol25).

Each line ends with the Mulliken charge.
Element x y z (Å)
Li 2.6768 -1.3170 0.5223  0.8845
Li 3.2892 -1.5534 -2.3171  0.8596
C 0.6082 0.1966 -1.1570  -0.3958
O 0.3995 0.4956 0.2136  0.6230
O 1.7746 -0.4694 -1.1676  -0.6793
C -0.6845 -0.5384 -1.7348  0.6649
F -1.3829 0.2106 -2.5783  -0.2674
F -0.4492 -1.7249 -2.3622  -0.2377
F -1.4686 -0.8855 -0.6859  -0.2506
C -0.4572 1.5619 0.6398  0.2529
C 0.3932 2.6171 1.2595  -1.3673
H 1.0620 2.2951 2.0560  0.1375
H 0.9762 3.1713 0.5176  0.1834
H -0.1988 3.3991 1.7508  0.4631
H -1.0646 1.0819 1.4197  -0.1312
H -1.2221 1.9369 -0.0449  0.1618
H 0.7156 1.1128 -1.7545  0.0443
C -2.3014 4.7656 -3.1143  -0.6480
C -1.4498 5.6157 -3.8066  -0.4502
C -0.2305 5.9974 -3.2667  -0.5311
C -0.0330 5.7279 -1.9199  -0.1185
C -0.8249 4.8457 -1.2187  0.0285
C -1.9618 4.3312 -1.8330  -0.4457
N 1.0895 6.3396 -1.2234  0.9760
O 1.0132 6.5221 -0.0255  -0.5682
O 2.0278 6.7230 -1.9041  -0.5931
H -3.2286 4.4356 -3.5627  0.3922
H -1.6694 5.8890 -4.8303  0.3723
H 0.4187 6.6531 -3.8254  0.4544
H -0.7253 4.6799 -0.1562  0.6789
H -2.6223 3.6476 -1.3179  0.4335
C -4.5290 -1.8480 1.0105  -0.6200
C -3.8136 -0.9792 1.8200  0.0922
C -4.2333 -0.5538 3.0711  -0.1462
C -5.4630 -1.0608 3.5308  -0.1005
C -6.1326 -2.0019 2.7842  -0.4181
C -5.6533 -2.4660 1.5761  -0.5282
N -6.0042 -0.6491 4.8287  0.9909
O -6.8677 -1.3083 5.3479  -0.5758
O -5.5034 0.3460 5.3006  -0.5889
H -4.1128 -2.1968 0.0762  0.4151
H -2.9707 -0.4613 1.3712  0.0369
H -3.6478 0.1163 3.6817  0.6235
H -7.0061 -2.4870 3.2047  0.4301
H -6.0940 -3.2406 0.9636  0.4013
N 3.6947 0.1951 1.7108  0.0710
C 3.8177 1.3102 0.9862  -0.2281
C 4.5089 2.4423 1.4122  -0.8013
C 5.1321 2.3868 2.6454  -0.2669
C 4.9425 1.2549 3.4543  -0.4990
C 4.2855 0.1619 2.9094  -0.4413
H 3.4054 1.2680 -0.0150  0.4654
H 4.6732 3.3490 0.8472  0.4827
H 5.7671 3.1536 3.0684  0.3892
H 5.3274 1.2576 4.4631  0.4297
H 4.2103 -0.6788 3.5898  0.3660
N 1.4810 -2.5280 1.6510  -0.0856
C 0.4633 -1.8553 2.2587  -0.2390
C -0.6423 -2.4431 2.8387  -0.6167
C -0.6590 -3.8534 2.8720  -0.1100
C 0.4584 -4.5512 2.4716  -0.7985
C 1.4531 -3.8511 1.7945  -0.3045
H 0.5616 -0.7889 2.1000  0.4240
H -1.5476 -1.8803 3.0075  0.4330
H -1.5332 -4.2685 3.3579  0.4421
H 0.3991 -5.6289 2.5345  0.3735
H 2.1865 -4.3935 1.2062  0.4175
N 1.3512 3.1199 4.5103  -0.3100
C 0.6585 4.1840 4.8177  -0.2830
C -0.4315 4.1563 5.6812  -0.4226
C -0.8272 2.9480 6.1890  -0.2641
C -0.1536 1.7772 5.8217  -0.7673
C 0.9441 1.9178 4.9817  0.0476
H 0.9323 5.1239 4.3424  0.3883
H -1.0295 5.0381 5.8678  0.3853
H -1.7036 2.9311 6.8256  0.3867
H -0.3405 0.8104 6.2676  0.4497
H 1.6058 1.1121 4.6894  0.4235
N 0.7444 -3.9026 -7.7492  -0.5624
C 0.5524 -4.0700 -6.4412  -0.3542
C 0.0289 -3.0642 -5.6209  -0.0320
C -0.2697 -1.8566 -6.2252  -0.4412
C 0.0706 -1.6345 -7.5420  -0.3788
C 0.3808 -2.7554 -8.3207  -0.2807
H 0.8319 -5.0061 -5.9799  0.5303
H -0.1265 -3.1888 -4.5602  0.3716
H -0.6722 -1.0583 -5.6105  0.4436
H -0.0108 -0.6872 -8.0585  0.3672
H 0.6116 -2.5606 -9.3610  0.3456
N 2.2141 -3.1691 -3.1616  -0.0976
C 1.3587 -3.8506 -2.4044  -0.3958
C 1.1495 -5.2207 -2.5054  -0.9127
C 1.8475 -5.9601 -3.4365  -0.2191
C 2.7951 -5.2651 -4.2128  -0.5272
C 2.8894 -3.9017 -4.0836  -0.2521
H 0.8364 -3.2798 -1.6469  0.8037
H 0.3506 -5.6396 -1.9077  0.4948
H 1.7242 -7.0095 -3.6634  0.4488
H 3.3993 -5.7175 -4.9864  0.3782
H 3.4646 -3.3524 -4.8201  0.3936

charge	+1
multiplicity	1
HOMO-LUMO gap	0.293	hartree
relative energy (zero: lowest compared OMol25 entry of this formula, charge and spin)	20.15	kcal per mole
LUMO level	-0.127	Eh
strongest force on any atom	2.46	eV/A